C27H34N3O2 | ωB97M-V with the def2-TZVPD basis set

For the gap between HOMO and LUMO, the calculation gives 7.806 eV. The SMILES is COc1ccc2c(c1)c(C(c1cn(C)c3ccc(OC)cc13)[N@H+]1CCCC1(C)C)cn2C. As for the total charge: +1. For the energy above the lowest of the compared OMol25 structures with the same formula, charge and spin, the calculation gives 0.000 eV. The multiplicity is 1. The calculation puts the LUMO energy at -2.2 eV.

Atoms and positions in Å:
C (-5.8391, 3.0289, -0.5099)
O (-4.4268, 2.8062, -0.2968)
C (-3.8150, 1.7989, -0.9788)
C (-4.5248, 0.8736, -1.7875)
C (-3.8705, -0.2601, -2.2761)
C (-2.5490, -0.4738, -1.9122)
C (-1.8396, 0.4062, -1.0371)
C (-2.4294, 1.6206, -0.7076)
C (-0.6391, -0.3119, -0.6200)
C (0.3685, -0.0130, 0.4768)
C (1.7565, -0.3592, -0.0238)
C (2.1966, -1.6764, -0.0401)
N (3.5064, -1.7359, -0.4514)
C (4.2914, -2.9531, -0.4877)
C (3.9338, -0.4512, -0.7670)
C (5.1919, -0.0586, -1.2005)
C (5.3817, 1.2855, -1.5015)
C (4.2887, 2.1943, -1.4108)
O (4.5404, 3.4396, -1.8980)
C (3.4443, 4.3543, -2.1141)
C (3.0276, 1.7953, -0.8829)
C (2.8416, 0.4556, -0.5509)
N (0.1326, -0.7996, 1.6830)
C (1.2749, -0.7496, 2.6790)
C (0.6867, -1.2990, 3.9765)
C (-0.7463, -0.8136, 3.9839)
C (-1.1851, -0.6890, 2.5029)
C (-2.1216, -1.8308, 2.0850)
C (-1.8641, 0.6382, 2.2921)
C (-0.6018, -1.4762, -1.3627)
N (-1.7512, -1.5966, -2.1087)
C (-2.0425, -2.7068, -2.9881)
H (-6.0514, 3.9385, 0.0499)
H (-6.0648, 3.1792, -1.5754)
H (-6.4335, 2.1938, -0.1139)
H (-5.5839, 1.0309, -1.9954)
H (-4.4044, -0.9814, -2.8930)
H (-1.8856, 2.3888, -0.1579)
H (0.3138, 1.0419, 0.7662)
H (1.6625, -2.5820, 0.2451)
H (5.3139, -2.7056, -0.7887)
H (4.3032, -3.4411, 0.4990)
H (3.8667, -3.6695, -1.2043)
H (6.0125, -0.7686, -1.2989)
H (6.3330, 1.6668, -1.8554)
H (3.9169, 5.2294, -2.5589)
H (2.7029, 3.9246, -2.8036)
H (2.9690, 4.6154, -1.1585)
H (2.1989, 2.5000, -0.7783)
H (0.1136, -1.7806, 1.3867)
H (1.5764, 0.3017, 2.7417)
H (2.1232, -1.3456, 2.3340)
H (1.2726, -0.9422, 4.8272)
H (0.7246, -2.3940, 3.9773)
H (-0.7633, 0.1868, 4.4296)
H (-1.4375, -1.4406, 4.5616)
H (-2.9741, -1.8660, 2.7748)
H (-2.4928, -1.6496, 1.0696)
H (-1.6096, -2.8035, 2.1193)
H (-2.7155, 0.7480, 2.9868)
H (-1.1771, 1.4854, 2.4549)
H (-2.2780, 0.6975, 1.2856)
H (0.1992, -2.2084, -1.4357)
H (-3.1082, -2.7219, -3.2231)
H (-1.4847, -2.6246, -3.9309)
H (-1.7560, -3.6467, -2.5025)

---

C3H5N2O2 | ωB97M-V with the def2-TZVPD basis set

For the gap between HOMO and LUMO, the calculation gives 5.442 eV. The SMILES is [O-]N1C=[N+]([O-])CC1. As for the total charge: -1. For the energy above the lowest of the compared OMol25 structures with the same formula, charge and spin, the calculation gives 3.770 eV. The multiplicity is 1. The calculation puts the LUMO energy at 4.2 eV.

Atoms and positions in Å:
O (-1.7445, -1.7077, 0.8043)
N (-0.6923, -0.9966, 0.4747)
C (0.4173, -0.6819, 1.1014)
N (0.9749, 0.3619, 0.5374)
O (2.2143, 0.5354, 0.8718)
C (0.2474, 0.9634, -0.5679)
C (-0.8279, -0.0792, -0.7641)
H (1.0937, -1.3303, 1.7830)
H (0.9548, 1.1294, -1.3366)
H (-0.1631, 1.9499, -0.3640)
H (-1.7696, 0.4953, -0.7803)
H (-0.7050, -0.6397, -1.7597)

---

C44H47N3O2 | ωB97M-V with the def2-TZVPD basis set

For the gap between HOMO and LUMO, the calculation gives 3.181 eV. For the energy above the lowest of the compared OMol25 structures with the same formula, charge and spin, the calculation gives 0.028 eV. The multiplicity is 1. The calculation puts the LUMO energy at -1.6 eV.

Atoms and positions in Å:
C (1.1785, -5.6614, -3.6439)
C (0.1484, -4.6624, -3.1597)
C (-0.6896, -4.2071, -4.3355)
C (-0.7195, -5.3160, -2.1033)
O (0.8083, -3.4393, -2.6535)
C (1.4568, -3.4662, -1.4476)
C (1.8703, -2.0857, -1.0235)
N (2.4715, -1.4191, -1.9423)
C (2.5030, -0.6645, -3.0172)
C (3.3848, -1.0519, -4.1348)
C (4.1137, -0.1013, -4.8803)
C (4.9102, -0.4998, -5.9554)
C (5.0775, -1.8598, -6.2477)
C (4.4473, -2.8199, -5.4385)
C (3.5990, -2.4167, -4.3998)
C (1.7805, 0.6160, -3.0234)
C (1.6330, 1.4142, -4.1818)
C (1.2453, 2.7459, -4.0664)
C (0.9723, 3.3026, -2.8134)
C (0.9542, 2.4741, -1.6868)
C (1.2546, 1.1224, -1.8159)
O (1.7632, -4.4749, -0.8370)
H (1.7658, -5.9958, -2.7807)
H (0.6717, -6.5338, -4.0879)
H (1.8293, -5.2219, -4.4124)
H (-1.4272, -3.4520, -4.0537)
H (-0.0605, -3.8075, -5.1376)
H (-1.2277, -5.0618, -4.7479)
H (-1.4234, -4.6020, -1.6607)
H (-1.3066, -6.1275, -2.5585)
H (-0.0720, -5.7508, -1.3395)
H (2.0311, -1.9805, 0.0469)
H (4.0315, 0.9549, -4.6322)
H (5.3983, 0.2629, -6.5713)
H (5.7025, -2.1626, -7.0941)
H (4.6204, -3.8763, -5.6450)
H (3.0665, -3.1729, -3.8281)
H (1.8595, 0.9859, -5.1655)
H (1.1605, 3.3552, -4.9744)
H (0.7524, 4.3667, -2.7184)
H (0.7065, 2.8819, -0.7032)
H (1.1600, 0.4671, -0.9479)
C (-4.5680, 2.2371, 7.9205)
N (-3.2829, 1.5892, 7.7819)
C (-2.6450, 1.2283, 9.0311)
C (-2.6648, 1.4091, 6.5823)
C (-1.3234, 0.9334, 6.5251)
C (-0.7226, 0.6538, 5.3107)
C (-1.4115, 0.8129, 4.0771)
C (-0.8341, 0.4242, 2.7995)
C (0.3510, -0.3217, 2.7168)
C (1.1863, -0.4249, 1.5640)
C (2.4793, 0.2287, 1.6299)
C (3.3178, 0.5096, 0.5119)
C (4.2238, 1.5632, 0.5458)
C (4.5134, 2.2163, 1.7529)
C (3.8488, 1.8207, 2.9212)
C (2.8953, 0.8116, 2.8677)
C (-1.5410, 0.8735, 1.5704)
C (-1.3998, 2.1905, 1.0793)
C (-2.2179, 2.6580, 0.0630)
C (-3.1892, 1.8159, -0.5438)
N (-3.9576, 2.2703, -1.5828)
C (-5.0336, 1.5317, -2.2037)
C (-3.8059, 3.6146, -2.0861)
C (-3.3117, 0.4912, -0.0519)
C (-2.4693, 0.0254, 0.9405)
C (-2.7114, 1.3894, 4.1536)
C (-3.3198, 1.6979, 5.3530)
H (-5.2322, 1.9839, 7.0907)
H (-5.0228, 1.8732, 8.8463)
H (-4.4746, 3.3314, 8.0009)
H (-1.7444, 1.8297, 9.2223)
H (-3.3722, 1.4196, 9.8260)
H (-2.3666, 0.1646, 9.0419)
H (-0.7608, 0.7832, 7.4481)
H (0.3148, 0.3053, 5.3016)
H (0.6956, -0.7881, 3.6444)
H (0.7414, -0.8516, 0.6637)
H (3.2180, -0.0738, -0.3988)
H (4.7204, 1.8886, -0.3638)
H (5.2715, 2.9997, 1.7853)
H (4.0727, 2.3047, 3.8721)
H (2.3972, 0.5039, 3.7877)
H (-0.6495, 2.8422, 1.5376)
H (-2.1052, 3.7035, -0.2606)
H (-4.9848, 0.4674, -1.9705)
H (-6.0230, 1.9190, -1.9090)
H (-4.9617, 1.6488, -3.2948)
H (-4.0966, 4.3796, -1.3525)
H (-2.7726, 3.8233, -2.3951)
H (-4.4577, 3.6993, -2.9587)
H (-4.0766, -0.1774, -0.4429)
H (-2.5513, -1.0020, 1.2853)
H (-3.2681, 1.5773, 3.2343)
H (-4.3190, 2.1362, 5.3486)

---

CH10O3S | ωB97M-V with the def2-TZVPD basis set

For the gap between HOMO and LUMO, the calculation gives 9.514 eV. The SMILES is CS.O.O.O. For the energy above the lowest of the compared OMol25 structures with the same formula, charge and spin, the calculation gives 1.299 eV. The multiplicity is 1. The calculation puts the LUMO energy at 0.6 eV.

Atoms and positions in Å:
C (0.2981, -1.2071, 1.0725)
S (0.8177, 0.1152, 2.5986)
H (-0.0071, -0.5795, 0.1787)
H (-0.6185, -1.7092, 1.3557)
H (1.2104, -1.7748, 1.0521)
H (1.9451, -0.4529, 2.9021)
O (-0.8507, -2.8458, -2.0332)
H (-0.0643, -2.4831, -1.7195)
H (-0.9083, -3.7637, -1.7273)
O (0.7278, 0.8739, -1.5252)
H (0.5252, 0.7614, -2.4964)
H (0.3571, 1.7219, -1.3170)
O (-1.1733, 3.5480, 0.1722)
H (-1.8709, 3.8981, 0.8087)
H (-0.3880, 3.8977, 0.6780)

---

C4H9NO3S | ωB97M-V with the def2-TZVPD basis set

For the gap between HOMO and LUMO, the calculation gives 9.586 eV. For the energy above the lowest of the compared OMol25 structures with the same formula, charge and spin, the calculation gives 2.678 eV. The multiplicity is 1. The calculation puts the LUMO energy at 0.0 eV.

Atoms and positions in Å:
C (-0.8558, 2.5685, -1.2290)
C (-0.1140, -2.3458, 0.2782)
C (-1.7437, 3.2349, -2.2713)
C (0.0298, -2.9393, 1.6181)
N (-2.7032, -0.1260, -1.0253)
O (-1.1791, -1.5334, -2.3744)
O (0.2948, 2.3550, -1.4247)
O (0.0976, -1.1939, 0.0732)
S (-1.3506, -0.2514, -1.7132)
H (-1.4880, 2.2981, -0.3003)
H (-0.5389, -3.1433, -0.2801)
H (-1.4847, 2.7739, -3.2212)
H (-1.4389, 4.2547, -2.2880)
H (-2.8816, 3.0583, -2.0536)
H (0.4670, -3.8949, 1.4474)
H (-1.0324, -2.9872, 1.9605)
H (0.6755, -2.4628, 2.3938)
H (-3.3911, -0.7613, -0.7517)

---

C55H48N12O5PW | ωB97M-V with the def2-TZVPD basis set

For the gap between HOMO and LUMO (alpha / beta), the calculation gives 6.530 / 6.531 eV. As for the total charge: +3. For the energy above the lowest of the compared OMol25 structures with the same formula, charge and spin, the calculation gives 0.000 eV. The multiplicity is 3. The calculation puts the LUMO energy (alpha / beta) at -8.3 / -8.3 eV.

Atoms and positions in Å:
W (-0.4203, -0.3379, 0.2003)
C (3.6919, 0.7926, 3.7953)
N (2.3251, 0.5115, 3.3343)
C (1.9392, 0.3628, 2.0531)
N (0.6179, 0.2315, 1.9931)
C (0.1380, 0.2914, 3.2816)
C (1.1994, 0.4667, 4.1342)
C (1.2207, 0.6108, 5.5997)
C (2.0627, -0.1798, 6.3808)
C (2.0580, -0.0521, 7.7610)
C (1.2100, 0.8626, 8.3695)
C (0.3643, 1.6479, 7.5969)
C (0.3678, 1.5247, 6.2171)
C (-1.2755, 0.0938, 3.6523)
C (-2.2511, 1.0242, 3.3099)
C (-3.5704, 0.8154, 3.6803)
C (-3.9247, -0.3232, 4.3934)
C (-2.9514, -1.2468, 4.7519)
C (-1.6291, -1.0356, 4.3871)
P (3.0852, 0.2342, 0.6545)
C (2.4826, -1.3131, -0.0937)
N (1.2217, -1.5982, -0.4264)
C (1.2320, -2.8417, -1.0502)
C (2.5266, -3.2867, -1.0912)
N (3.2908, -2.3130, -0.4761)
C (4.7423, -2.3893, -0.2538)
C (3.0748, -4.5555, -1.5983)
C (4.1080, -4.5697, -2.5332)
C (4.5970, -5.7759, -3.0115)
C (4.0547, -6.9719, -2.5615)
C (3.0187, -6.9624, -1.6358)
C (2.5290, -5.7593, -1.1554)
C (0.0799, -3.5235, -1.6775)
C (-1.0978, -3.8237, -0.9982)
C (-2.1372, -4.4766, -1.6466)
C (-2.0077, -4.8505, -2.9789)
C (-0.8311, -4.5666, -3.6615)
C (0.2057, -3.9099, -3.0141)
C (2.1835, 1.3265, -0.4767)
N (0.9026, 1.1966, -0.8316)
C (0.6087, 2.2815, -1.6461)
C (1.7328, 3.0608, -1.7594)
N (2.7115, 2.4376, -1.0149)
C (4.1123, 2.8668, -0.9100)
C (1.9620, 4.2963, -2.5298)
C (1.6675, 4.3322, -3.8915)
C (1.8705, 5.4960, -4.6154)
C (2.3683, 6.6303, -3.9872)
C (2.6591, 6.6018, -2.6302)
C (2.4554, 5.4390, -1.9028)
C (-0.6606, 2.5901, -2.3393)
C (-1.1545, 1.7598, -3.3398)
C (-2.2693, 2.1285, -4.0789)
C (-2.8761, 3.3570, -3.8513)
C (-2.3603, 4.2099, -2.8848)
C (-1.2657, 3.8261, -2.1243)
H (4.2001, 1.4212, 3.0700)
H (4.2488, -0.1311, 3.9370)
H (3.6310, 1.3201, 4.7419)
H (2.7053, -0.9197, 5.9170)
H (2.7098, -0.6722, 8.3613)
H (1.2069, 0.9625, 9.4465)
H (-0.2957, 2.3621, 8.0705)
H (-0.2868, 2.1438, 5.6168)
H (-1.9675, 1.9254, 2.7776)
H (-4.3246, 1.5516, 3.4300)
H (-4.9536, -0.4812, 4.6875)
H (-3.2183, -2.1211, 5.3303)
H (-0.8596, -1.7325, 4.7054)
H (5.0237, -3.4355, -0.1851)
H (4.9956, -1.8884, 0.6753)
H (5.2789, -1.9265, -1.0790)
H (4.5189, -3.6406, -2.9124)
H (5.3974, -5.7811, -3.7388)
H (4.4379, -7.9123, -2.9338)
H (2.5966, -7.8940, -1.2839)
H (1.7221, -5.7535, -0.4318)
H (-1.2205, -3.5482, 0.0442)
H (-3.0412, -4.7149, -1.1006)
H (-2.8079, -5.3842, -3.4748)
H (-0.7117, -4.8727, -4.6926)
H (1.1278, -3.7061, -3.5473)
H (4.3528, 3.4676, -1.7816)
H (4.7595, 1.9949, -0.8873)
H (4.2662, 3.4636, -0.0135)
H (1.2836, 3.4479, -4.3853)
H (1.6455, 5.5169, -5.6732)
H (2.5293, 7.5365, -4.5553)
H (3.0383, 7.4864, -2.1367)
H (2.6577, 5.4340, -0.8374)
H (-0.6162, 0.8534, -3.5833)
H (-2.6380, 1.4858, -4.8686)
H (-3.7225, 3.6605, -4.4530)
H (-2.7969, 5.1895, -2.7356)
H (-0.8586, 4.4969, -1.3768)
O (-5.9368, -1.5679, -3.0688)
C (-5.1503, -0.7303, -2.3950)
O (-5.5740, 0.2753, -1.9018)
C (-3.6852, -1.0301, -2.3312)
C (-2.7809, -1.2766, -3.3517)
N (-1.5502, -1.2074, -2.8218)
N (-1.5992, -0.9523, -1.5171)
C (-2.8850, -0.8571, -1.2035)
C (-3.1802, -0.8862, 0.2646)
O (-4.2791, -0.7725, 0.7284)
O (-2.0735, -1.1053, 0.9784)
H (-5.4746, -2.3677, -3.3530)
H (-2.9252, -1.4786, -4.4016)
H (-0.6724, -1.4354, -3.2672)
O (0.0181, -2.3875, 1.8353)
H (0.1648, -3.3279, 1.6743)
H (-0.6413, -2.3310, 2.5453)
N (-5.5138, 2.0411, 0.8563)
C (-4.7732, 2.9534, 0.2508)
N (-5.3010, 4.0997, -0.1533)
N (-3.4527, 2.8194, 0.0519)
C (-2.5405, 1.9985, 0.1860)
N (-1.5345, 1.3766, 0.2501)
H (-6.5158, 2.1514, 0.8874)
H (-5.1558, 1.0959, 0.9553)
H (-6.2896, 4.2810, -0.1020)
H (-4.7076, 4.7733, -0.6082)

---

CH3FOS | ωB97M-V with the def2-TZVPD basis set

For the gap between HOMO and LUMO, the calculation gives 10.363 eV. The SMILES is O[C@@H](F)S. For the energy above the lowest of the compared OMol25 structures with the same formula, charge and spin, the calculation gives 0.344 eV. The multiplicity is 1. The calculation puts the LUMO energy at 0.7 eV.

Atoms and positions in Å:
O (-0.1843, 0.4239, 1.0375)
C (0.2566, -0.4578, 0.0644)
F (-0.4034, -1.6021, 0.0933)
S (0.2643, 0.2871, -1.6823)
H (-1.1794, 0.4565, 1.2526)
H (1.2537, -0.6147, 0.2899)
H (-0.0075, 1.5071, -1.0555)

---

C27H23InN4O4 | ωB97M-V with the def2-TZVPD basis set

For the gap between HOMO and LUMO, the calculation gives 6.356 eV. As for the total charge: +2. The multiplicity is 1. The calculation puts the LUMO energy at -7.3 eV.

Atoms and positions in Å:
In (0.1998, -0.2321, 0.0875)
O (-0.0574, 5.0660, -1.3024)
C (0.8120, 4.5806, -2.2131)
C (1.4781, 5.4392, -3.0856)
C (2.4051, 4.9565, -3.9846)
C (2.7052, 3.5956, -4.0336)
C (2.0548, 2.7410, -3.1751)
C (1.0903, 3.2031, -2.2580)
C (0.4257, 2.1954, -1.4279)
O (1.0219, 1.0402, -1.3318)
N (-0.7049, 2.5109, -0.7965)
N (-1.1282, 1.4443, -0.0944)
C (-2.2374, 1.3625, 0.5231)
C (-2.5449, 0.0796, 1.1755)
C (-3.7299, -0.1071, 1.8603)
C (-3.9875, -1.3407, 2.4424)
C (-3.0577, -2.3619, 2.3204)
C (-1.8912, -2.1156, 1.6258)
N (-1.6412, -0.9205, 1.0671)
H (-0.1651, 6.0158, -1.4362)
H (1.2599, 6.5005, -3.0486)
H (2.9039, 5.6459, -4.6533)
H (3.4256, 3.2180, -4.7451)
H (2.2523, 1.6787, -3.2105)
H (-2.9490, 2.1824, 0.5489)
H (-4.4396, 0.7063, 1.9319)
H (-4.9080, -1.5020, 2.9880)
H (-3.2301, -3.3370, 2.7527)
H (-1.1371, -2.8814, 1.5053)
C (4.0992, 0.3457, 4.1549)
O (3.5047, 0.9237, 2.9852)
C (2.2341, 1.3492, 3.0625)
C (1.3898, 1.1284, 4.1481)
C (0.1028, 1.6427, 4.1546)
C (-0.3686, 2.4008, 3.0883)
C (0.4626, 2.6243, 2.0057)
C (1.7414, 2.0827, 1.9805)
N (2.5517, 2.4097, 0.8458)
C (3.4698, 1.7616, 0.1879)
C (3.8800, 0.3874, 0.2260)
C (5.1808, 0.1447, -0.2538)
C (5.7225, -1.1188, -0.2418)
C (4.9472, -2.1793, 0.2213)
C (3.6450, -1.9719, 0.6459)
C (3.0975, -0.7004, 0.6549)
O (1.8255, -0.5352, 1.1242)
H (5.1292, 0.1361, 3.8857)
H (3.5995, -0.5842, 4.4260)
H (4.0683, 1.0499, 4.9860)
H (1.7457, 0.5654, 4.9986)
H (-0.5288, 1.4689, 5.0156)
H (-1.3589, 2.8336, 3.1154)
H (0.1332, 3.2366, 1.1713)
H (2.4035, 3.3612, 0.5252)
H (3.9848, 2.3857, -0.5372)
H (5.7690, 0.9815, -0.6126)
H (6.7290, -1.2878, -0.5968)
H (5.3614, -3.1789, 0.2417)
H (3.0346, -2.7962, 0.9925)